# C36H32F6FeGeNO3Si

A structure of composition C36H32F6FeGeNO3Si in a non-equilibrium geometry (ωB97M-V/def2-TZVPD, OMol25).

The multiplicity is 6. The value obtained for the frontier orbital gap (spin up / spin down) is 8.87 / 6.82 eV. The value obtained for the energy relative to the best compared isomer or geometry (same formula, charge and spin) is 136.6 kJ/mol. The net charge is 0.

```
81
C36H32F6FeGeNO3Si ωB97M-V/def2-TZVPD
Fe -1.785 -1.202 -1.304
C -5.191 -0.258 -1.397
Si -4.119 0.826 -2.493
C -4.345 0.565 -4.322
C -4.317 2.655 -2.001
N -2.399 0.202 -2.244
C -1.388 0.885 -2.974
C -1.518 2.137 -3.626
C -0.515 2.585 -4.491
C 0.625 1.867 -4.685
C 0.817 0.662 -4.010
C -0.166 0.210 -3.171
F -0.113 -1.067 -2.635
H -6.071 0.373 -1.105
H -4.678 -0.508 -0.458
H -5.585 -1.093 -1.932
H -5.391 0.384 -4.616
H -3.739 -0.284 -4.596
H -4.002 1.419 -4.882
H -4.490 3.334 -2.851
H -3.515 3.155 -1.364
H -5.203 2.748 -1.401
H -2.495 2.690 -3.618
H -0.591 3.542 -4.935
H 1.457 2.236 -5.297
H 1.724 0.027 -4.083
O -0.644 -0.108 0.205
C -1.503 -0.492 1.131
O -2.511 -1.192 0.752
C -1.397 0.038 2.568
C -0.393 1.199 2.765
Ge 1.550 0.865 2.487
C 2.659 1.386 4.032
C 2.376 1.000 5.370
C 3.296 1.221 6.354
C 4.533 1.777 6.106
C 4.833 2.164 4.846
C 3.947 1.895 3.764
C 1.718 2.319 1.115
C 1.923 3.625 1.578
C 1.990 4.710 0.719
C 1.820 4.485 -0.662
C 1.580 3.179 -1.130
C 1.579 2.110 -0.273
C 2.422 -0.779 1.874
C 2.057 -1.335 0.670
C 2.489 -2.620 0.353
C 3.333 -3.320 1.213
C 3.828 -2.704 2.362
C 3.430 -1.394 2.647
H -1.136 -0.783 3.266
H -2.344 0.350 2.969
H -0.502 1.659 3.750
H -0.652 2.018 2.149
H 1.407 0.526 5.620
H 2.929 0.944 7.304
H 5.253 1.933 6.915
H 5.809 2.659 4.701
H 4.271 2.026 2.717
H 2.021 3.854 2.627
H 2.185 5.709 1.077
H 1.978 5.371 -1.289
H 1.468 3.036 -2.210
H 1.363 1.142 -0.689
H 1.438 -0.797 -0.087
H 2.152 -3.127 -0.522
H 3.600 -4.319 0.953
H 4.591 -3.197 2.902
H 3.800 -0.899 3.538
F -0.300 -7.815 -0.886
C -0.886 -6.599 -1.017
C -1.976 -6.487 -1.916
F -2.416 -7.624 -2.486
C -2.512 -5.260 -2.220
F -3.561 -5.292 -3.114
C -2.097 -4.022 -1.609
O -2.611 -2.887 -1.962
C -1.015 -4.214 -0.692
F -0.460 -3.098 -0.178
C -0.430 -5.439 -0.381
F 0.708 -5.486 0.413
```

=====

# C36H32F6N2P3Ti

A structure of composition C36H32F6N2P3Ti in a non-equilibrium geometry (ωB97M-V/def2-TZVPD, OMol25).

The multiplicity is 4. The value obtained for the frontier orbital gap (spin up / spin down) is 7.46 / 5.35 eV. The value obtained for the energy relative to the best compared isomer or geometry (same formula, charge and spin) is 78.5 kJ/mol. The net charge is +2.

```
80
C36H32F6N2P3Ti ωB97M-V/def2-TZVPD
Ti -0.411 1.339 -0.271
N 1.685 -1.425 0.443
C 1.432 -2.275 1.494
C 1.769 -3.635 1.428
C 1.575 -4.434 2.528
C 1.036 -3.918 3.721
C 0.662 -2.602 3.787
C 0.785 -1.776 2.647
P 0.095 -0.144 2.591
C -0.070 0.411 4.257
C -1.296 0.772 4.828
C -1.331 1.207 6.139
C -0.150 1.314 6.870
C 1.073 0.983 6.299
C 1.120 0.538 4.991
C -1.574 -0.250 1.832
C -2.198 0.777 1.086
C -3.525 0.653 0.697
C -4.233 -0.505 0.984
C -3.619 -1.537 1.673
C -2.296 -1.417 2.084
H 2.029 -0.500 0.652
H 2.120 -1.823 -0.379
H 2.233 -4.029 0.533
H 1.868 -5.475 2.485
H 0.894 -4.565 4.575
H 0.221 -2.204 4.691
H -2.213 0.703 4.258
H -2.275 1.469 6.596
H -0.185 1.670 7.891
H 1.986 1.082 6.869
H 2.074 0.293 4.540
H -1.799 1.809 1.084
H -4.011 1.476 0.190
H -5.270 -0.590 0.687
H -4.171 -2.436 1.914
H -1.840 -2.224 2.642
N -0.206 2.985 -1.814
C 0.455 2.864 -3.118
C 0.498 3.946 -3.978
C 1.134 3.814 -5.205
C 1.711 2.605 -5.564
C 1.662 1.523 -4.697
C 1.030 1.647 -3.463
P 0.988 0.339 -2.213
C 1.719 -1.111 -3.014
C 0.995 -2.015 -3.790
C 1.653 -3.052 -4.435
C 3.029 -3.191 -4.316
C 3.757 -2.294 -3.547
C 3.104 -1.258 -2.895
C -0.813 -0.121 -2.174
C -1.158 -1.238 -1.397
C -2.424 -1.802 -1.493
C -3.379 -1.221 -2.312
C -3.073 -0.076 -3.039
C -1.796 0.460 -2.986
H 0.303 3.689 -1.276
H -1.119 3.413 -1.963
H 0.046 4.889 -3.692
H 1.181 4.659 -5.877
H 2.202 2.502 -6.522
H 2.115 0.583 -4.984
H -0.076 -1.913 -3.904
H 1.088 -3.748 -5.040
H 3.535 -3.998 -4.829
H 4.830 -2.397 -3.459
H 3.681 -0.552 -2.307
H -0.396 -1.729 -0.798
H -2.654 -2.703 -0.941
H -4.361 -1.668 -2.398
H -3.817 0.374 -3.684
H -1.543 1.300 -3.622
F 1.074 2.302 0.741
P 0.565 3.788 1.710
F 0.052 5.031 2.488
F 1.854 3.537 2.569
F 1.359 4.604 0.616
F -0.265 2.740 2.609
F -0.732 3.759 0.682
```